(1)
C28H31IIrN6O8S3 as an isolated structure at a distorted geometry, computed with ωB97M-V/def2-TZVPD.

Multiplicity: 2
Energy relative to the best compared isomer or geometry (same formula, charge and spin): 203.41 kJ/mol
Max |F|: 2.5 eV/Å
Total energy: -98303.3237 eV
HOMO level (spin up / spin down): -7.8 / -7.8 eV

```
78
Properties=species:S:1:pos:R:3:forces:R:3
Ir -0.75629 0.09247 -0.49562 -1.6 -0.3 -1.8
N 0.20249 0.00633 2.00904 -0.1 -0.2 0.6
C 1.56264 0.51045 1.99478 -0.2 0.0 -0.1
C 2.13688 0.47969 0.58784 0.2 0.1 0.1
O 3.35896 0.44094 0.45717 -0.1 0.1 0.0
N 1.25187 0.54920 -0.43290 0.3 0.1 0.2
C 1.83377 0.25726 -1.74954 -0.2 -0.2 0.1
C 1.21029 -1.02584 -2.27966 -0.3 -0.2 0.1
O 1.68094 -1.72535 -3.14866 0.2 0.2 -0.1
O 0.04271 -1.29339 -1.72851 0.2 -0.3 0.2
H -0.37445 0.43549 2.72090 0.0 0.0 0.0
H 0.12837 -0.99325 2.14830 0.1 0.0 -0.1
H 2.25137 -0.03021 2.64700 0.1 0.0 -0.1
H 1.56563 1.55289 2.32758 0.0 0.0 0.0
H 2.91414 0.16674 -1.69136 0.0 0.0 0.0
H 1.58709 1.03893 -2.47292 0.2 0.1 0.0
C -5.88003 0.40404 -0.14791 0.0 0.0 0.0
O -4.76962 0.95041 0.57516 0.1 0.0 -0.1
C -3.56132 0.68161 0.13001 0.2 0.2 0.0
S -2.23228 1.32948 0.94879 0.1 0.4 0.0
S -3.18755 -0.27201 -1.20536 0.2 -0.4 0.7
H -6.76369 0.80433 0.33824 0.0 0.0 0.0
H -5.86218 -0.68368 -0.08656 0.0 0.0 0.0
H -5.84196 0.71539 -1.19115 0.0 0.0 0.0
I -1.34264 0.11006 -6.29853 0.0 0.0 -0.1
C -1.00788 1.19511 -4.56494 0.0 0.1 0.1
C -0.70466 2.54744 -4.60597 0.0 0.0 -0.1
C -0.51342 3.20277 -3.40656 0.0 0.0 0.1
C -0.60360 2.50125 -2.21800 -0.1 0.0 0.0
N -0.87710 1.19334 -2.17964 0.4 0.2 -0.3
C -1.08982 0.55207 -3.34667 -0.1 0.0 0.0
H -0.62109 3.07007 -5.54892 0.0 0.0 0.0
H -0.28434 4.25817 -3.37468 0.0 0.0 0.0
H -0.43482 2.99029 -1.27560 0.0 0.0 0.0
H -1.30667 -0.50082 -3.28766 0.0 -0.1 0.0
C -1.84558 -6.56302 1.06958 0.2 0.0 -0.1
N -2.19618 -5.21513 0.66447 -0.3 0.1 0.2
N -1.62413 -4.12422 1.30602 0.2 0.0 -0.2
C -1.61923 -3.03074 0.45645 0.1 -0.2 -0.1
O -1.26863 -1.90843 0.84546 0.2 0.2 0.3
C -2.11705 -3.52274 -0.79344 0.0 -0.1 0.0
C -2.42121 -4.83684 -0.62601 0.0 0.0 0.0
C -2.90686 -5.83140 -1.62020 0.0 0.0 0.0
C -1.42510 -4.08860 2.70545 -0.1 0.1 0.0
C -0.22370 -3.59321 3.19412 0.0 -0.1 0.0
C -0.02549 -3.52213 4.56349 0.0 0.0 0.0
C -1.01192 -3.95719 5.43762 0.0 0.0 0.0
C -2.20616 -4.45841 4.94026 0.0 0.0 0.0
C -2.42258 -4.51698 3.57199 0.0 0.0 0.0
H -1.56951 -6.55690 2.11979 0.0 0.0 0.0
H -1.00685 -6.95418 0.48789 0.0 0.0 0.0
H -2.71094 -7.21105 0.94486 0.0 0.0 0.0
H -2.20429 -2.95329 -1.69918 0.0 0.0 0.0
H -3.19239 -5.32237 -2.53710 0.0 0.0 0.0
H -3.76943 -6.38020 -1.24144 0.0 0.0 0.0
H -2.12654 -6.55509 -1.86359 0.0 0.0 0.0
H 0.54261 -3.28063 2.49751 0.0 0.0 0.0
H 0.91093 -3.14052 4.94810 0.0 0.0 0.0
H -0.85010 -3.90364 6.50560 0.0 0.0 0.0
H -2.97957 -4.79190 5.61918 0.0 0.0 0.0
H -3.35985 -4.88235 3.17246 0.0 0.0 0.0
N 0.02258 3.61533 0.67958 0.1 -0.2 0.0
C 0.52318 4.65903 1.40982 0.2 0.3 0.2
C 1.89956 4.74339 1.66940 -0.2 0.0 0.0
C 2.41387 5.82553 2.34805 0.1 0.1 0.0
C 1.57210 6.85046 2.76760 -0.2 -0.4 0.1
C 0.20038 6.76042 2.54640 0.0 0.2 0.0
C -0.32016 5.68318 1.86806 0.1 -0.2 0.0
S 2.21731 8.20795 3.62705 0.8 0.6 -0.5
O 3.63335 8.29473 3.35452 -0.1 -0.2 0.0
O 1.45631 9.39105 3.25928 -0.2 -0.1 0.1
O 2.03738 8.06339 5.08782 -0.3 -0.1 0.3
H -0.96205 3.40601 0.75543 0.0 0.1 0.1
H 0.60927 2.79422 0.59244 -0.1 0.0 -0.1
H 2.55829 3.95623 1.32324 0.0 0.0 0.0
H 3.47484 5.88952 2.54671 0.0 0.0 0.0
H -0.45416 7.54470 2.90276 0.0 0.0 0.0
H -1.38526 5.61795 1.68678 0.0 0.0 0.0
```
Positions in Å, forces in eV/Å.

Atom charges from the Löwdin analysis, given in e for atoms 1 to 2: 1.101 -0.065



(2)
C28H31MgN12O2S as an isolated structure, computed with ωB97M-V/def2-TZVPD.

Energy relative to the best compared isomer or geometry (same formula, charge and spin): 65.04 kJ/mol
Max |F|: 0.5 eV/Å
Total charge: +1
Total energy: -67791.0359 eV
HOMO level: -9.0 eV

```
75
Properties=species:S:1:pos:R:3:forces:R:3
Mg -0.11928 -0.41830 0.18196 0.1 0.1 0.5
C 3.69561 -6.36638 -0.82920 0.0 0.0 0.0
C 3.16986 -4.95709 -0.79617 0.0 0.0 0.0
C 3.99408 -3.85532 -0.98858 0.0 0.0 0.0
C 3.51349 -2.56210 -0.90615 0.0 0.0 0.0
C 2.16112 -2.26824 -0.64984 0.0 0.0 0.0
N 1.66767 -0.98826 -0.53711 -0.2 0.0 -0.1
C 2.59314 0.05677 -0.59474 0.0 0.0 0.0
C 3.20737 0.47323 -1.78121 0.0 0.0 0.0
C 4.11443 1.51932 -1.81082 0.0 0.0 0.0
C 4.45531 2.21553 -0.64900 0.0 0.0 0.0
C 5.43724 3.35593 -0.67884 0.0 0.0 0.0
C 3.82675 1.83880 0.53020 0.0 0.0 0.0
C 2.91601 0.78674 0.55533 0.0 0.1 0.0
N 2.28123 0.48428 1.79601 0.0 0.0 0.0
C 2.86500 0.40341 3.00775 0.0 0.0 0.0
C 1.87218 0.19647 3.93476 0.0 0.0 0.0
C 0.68970 0.16528 3.18599 0.1 -0.1 0.0
N 0.93798 0.34205 1.89419 0.1 0.1 0.0
C 1.33658 -3.39654 -0.46194 0.0 0.0 0.0
C 1.83939 -4.69039 -0.51587 0.0 0.0 0.0
N -0.06686 -3.27317 -0.18083 0.0 0.0 0.0
C -1.01164 -4.15084 -0.56839 0.0 0.0 0.0
C -2.15484 -3.90071 0.15451 0.0 0.0 0.0
C -1.81539 -2.82438 0.97389 0.0 0.0 0.0
N -0.55464 -2.43944 0.77905 -0.1 0.0 -0.1
H 4.65532 -6.41166 -1.34313 0.0 0.0 0.0
H 3.00872 -7.03757 -1.34600 0.0 0.0 0.0
H 3.84321 -6.75979 0.17891 0.0 0.0 0.0
H 5.04725 -4.00674 -1.19701 0.0 0.0 0.0
H 4.21131 -1.74777 -1.04392 0.0 0.0 0.0
H 2.96794 -0.06884 -2.68825 0.0 0.0 0.0
H 4.58036 1.79413 -2.75025 0.0 0.0 0.0
H 6.19514 3.19863 -1.44525 0.0 0.0 0.0
H 5.94455 3.46614 0.27890 0.0 0.0 0.0
H 4.94182 4.30420 -0.90034 0.0 0.0 0.0
H 4.03275 2.37815 1.44860 0.0 0.0 0.0
H 3.93447 0.47985 3.10810 0.0 0.0 0.0
H 1.98282 0.06898 4.99626 0.0 0.0 0.0
H -0.32463 0.01031 3.51339 0.0 0.0 0.0
H 1.16869 -5.51515 -0.30408 0.0 0.0 0.0
H -0.79814 -4.89017 -1.32062 0.0 0.0 0.0
H -3.09827 -4.41159 0.08606 0.0 0.0 0.0
H -2.43235 -2.29176 1.67911 0.0 0.0 0.0
N 0.99547 2.95652 -0.45162 0.0 0.0 0.0
N 0.11946 3.32257 -1.46404 0.0 0.0 0.0
C -0.83767 2.47535 -1.87716 0.0 0.0 0.0
N -1.58262 2.87363 -2.90737 0.0 0.1 0.0
N -0.92052 1.29565 -1.24665 0.0 0.0 -0.1
N -1.92660 0.45108 -1.59289 0.0 0.3 0.0
O -1.73213 -0.69223 -1.18964 -0.1 -0.2 -0.2
O -2.94581 0.79567 -2.16325 0.0 -0.1 -0.1
H 1.02994 3.67837 0.25522 0.0 0.0 0.0
H 1.92228 2.76939 -0.82054 0.0 0.0 0.0
H 0.31787 4.13128 -2.03516 0.0 0.0 0.0
H -1.41916 3.76750 -3.33680 0.0 0.0 0.0
H -2.38624 2.33160 -3.17750 0.0 -0.1 0.0
N -3.18195 2.81952 0.61998 -0.1 0.0 0.0
C -2.66714 2.12651 1.66791 0.1 0.0 0.0
S -2.57402 0.44626 1.59908 0.1 0.0 0.1
N -2.25001 2.88892 2.69120 0.0 0.0 0.0
C -1.69999 2.45662 3.93684 0.0 0.0 0.0
C -0.51284 3.03488 4.36074 0.0 0.0 0.0
C 0.03013 2.67565 5.58472 0.0 0.0 0.0
C -0.60756 1.73122 6.37463 0.0 0.0 0.0
C -1.80108 1.16465 5.94696 0.0 0.0 0.0
C -2.36197 1.53397 4.73399 0.0 0.0 0.0
H -3.64328 2.26036 -0.08130 0.0 0.0 0.0
H -3.55946 3.74275 0.77239 0.0 0.0 0.0
H -2.25459 3.88842 2.55035 0.0 0.0 0.0
H -0.01009 3.75732 3.72809 0.0 0.0 0.0
H 0.95573 3.12850 5.91411 0.0 0.0 0.0
H -0.18485 1.44711 7.32923 0.0 0.0 0.0
H -2.31154 0.44148 6.56928 0.0 0.0 0.0
H -3.30034 1.10930 4.40880 0.0 0.0 0.0
```
Positions in Å, forces in eV/Å.

Atom charges from the Löwdin analysis, given in e for atoms 1 to 2: 0.573 -0.053



(3)
An isolated ion of composition C28H31N2O5 and charge +1 at a distorted geometry, computed with ωB97M-V/def2-TZVPD.

Energy relative to the best compared isomer or geometry (same formula, charge and spin): 14.80 kJ/mol
Max |F|: 1.0 eV/Å
Total charge: +1
SMILES string: COc1ccc(OC[C@H](O)C[N@H+]2CC[C@@H](CN3C(=O)c4cccc5cccc(c45)C3=O)CC2)cc1
Total energy: -42752.5957 eV
HOMO level: -10.9 eV

```
66
Properties=species:S:1:pos:R:3:forces:R:3
C -2.05318 5.53667 3.56493 -0.2 0.1 0.1
O -0.89966 5.17415 2.83774 0.3 0.0 -0.2
C -0.29692 3.99768 3.10669 0.1 -0.3 0.1
C -0.74966 3.05138 4.01938 -0.1 0.4 -0.1
C -0.05097 1.86879 4.21809 0.3 -0.4 0.0
C 1.11349 1.62554 3.51583 0.0 0.1 -0.1
O 1.90404 0.47925 3.62537 0.0 0.4 -0.1
C 1.59635 -0.50518 4.59107 -0.2 -0.4 0.3
C 0.57637 -1.53903 4.05820 0.2 0.6 -0.4
O 0.31544 -2.53699 5.00415 0.1 -0.2 0.1
C 1.15586 -2.29133 2.84603 -0.4 -0.4 0.8
N 1.53884 -1.38805 1.74128 0.2 0.3 0.3
C 0.38682 -1.04276 0.87610 -0.7 0.4 -0.5
C 0.78431 0.01508 -0.14385 0.2 -0.2 -0.1
C 1.96140 -0.44249 -1.00895 0.0 0.1 -0.1
C 1.61144 -1.57586 -1.98740 0.3 0.0 0.2
N 0.43110 -1.30646 -2.79167 0.3 -0.1 0.2
C -0.74152 -1.95505 -2.44530 -0.1 -0.1 0.2
O -0.78903 -2.62517 -1.42446 -0.2 0.0 -0.1
C -1.87593 -1.78441 -3.35227 -0.6 -0.2 -0.1
C -3.06475 -2.44349 -3.10200 0.6 0.2 0.1
C -4.14759 -2.30246 -3.97218 -0.2 0.1 -0.3
C -4.04521 -1.50655 -5.08504 0.0 -0.1 0.2
C -2.84965 -0.81595 -5.37390 0.2 0.0 0.2
C -2.70368 0.01071 -6.50804 0.2 0.1 0.0
C -1.52319 0.66404 -6.75562 -0.3 0.0 -0.1
C -0.43926 0.52018 -5.88625 0.2 -0.3 0.5
C -0.54422 -0.28195 -4.76609 -0.2 0.3 -0.6
C -1.74942 -0.96138 -4.49175 -0.1 0.0 -0.1
C 0.60693 -0.44478 -3.87567 0.1 0.1 -0.1
O 1.67419 0.11008 -4.02781 0.0 0.0 -0.1
C 3.10672 -0.87297 -0.08850 -0.3 0.0 -0.2
C 2.65768 -1.91509 0.93033 0.7 -0.1 -0.4
C 1.57269 2.56577 2.59487 0.0 -0.1 0.2
C 0.87737 3.73351 2.39160 -0.2 0.1 0.1
H -2.32849 6.52480 3.20196 0.0 -0.1 0.1
H -2.87792 4.84153 3.38109 0.0 0.0 0.0
H -1.84854 5.58991 4.63803 0.0 0.0 0.0
H -1.64778 3.21695 4.59139 -0.1 0.1 0.0
H -0.43858 1.16490 4.93792 0.0 -0.1 0.1
H 1.23338 -0.05192 5.51855 0.0 0.0 -0.1
H 2.54030 -1.01310 4.81308 -0.1 0.0 0.0
H -0.35081 -1.01706 3.76980 0.2 0.0 0.0
H -0.10566 -2.17006 5.78951 0.0 0.0 -0.1
H 2.03367 -2.83623 3.20048 0.0 0.1 -0.1
H 0.42603 -3.02451 2.49590 0.1 0.1 -0.1
H 1.86675 -0.50539 2.20045 -0.1 -0.3 -0.2
H 0.03604 -1.94330 0.36303 0.2 0.0 0.2
H -0.42093 -0.66307 1.50311 0.1 -0.1 0.1
H -0.08163 0.23341 -0.76885 -0.1 0.0 0.1
H 1.05507 0.94067 0.37090 -0.1 0.0 0.0
H 2.29183 0.40555 -1.61465 0.0 -0.1 0.1
H 2.45220 -1.70137 -2.67454 -0.1 0.0 0.1
H 1.42023 -2.51733 -1.47227 0.1 0.1 -0.1
H -3.13720 -3.07260 -2.22764 0.0 0.0 0.1
H -5.06635 -2.82820 -3.76326 -0.1 0.0 0.0
H -4.88178 -1.39914 -5.75937 -0.1 0.0 -0.1
H -3.54103 0.11898 -7.18128 -0.1 0.0 -0.1
H -1.42271 1.29219 -7.62702 0.0 0.0 -0.1
H 0.49501 1.02641 -6.07660 0.1 0.0 0.0
H 3.92463 -1.28709 -0.67750 0.1 0.0 0.1
H 3.49179 0.00173 0.43994 0.1 0.0 0.0
H 3.48810 -2.15918 1.59577 -0.2 0.0 0.1
H 2.32512 -2.83184 0.44107 -0.1 0.0 0.1
H 2.49464 2.37703 2.06669 0.1 0.0 -0.1
H 1.22744 4.47190 1.68939 0.1 0.1 -0.1
```
Positions in Å, forces in eV/Å.

Atom charges from the Löwdin analysis, given in e for atoms 1 to 2: -0.072 -0.072